A single C4H7NO molecule at a distorted geometry. Source: the OMol25 dataset; level of theory: wB97M-V/def2-TZVPD.

Element x y z (Å)
C: 1.49 0.72 -0.85
N: 0.49 0.04 -1.65
C: 0.04 0.96 -0.59
C: -0.59 0.45 0.63
C: -1.03 -1.46 1.31
O: 0.00 -0.58 1.26
H: 2.05 0.15 -0.11
H: 2.06 1.48 -1.37
H: 0.39 -0.92 -1.33
H: -0.40 1.88 -0.98
H: -1.57 0.76 0.97
H: -1.26 -1.89 2.28
H: -1.65 -1.59 0.43

Properties
multiplicity	1
frontier orbital gap (spin up / spin down)	0.292 / 0.313	Ha
energy	-7794.0006	eV
HOMO level (spin up / spin down)	-7.5382 / -8.0570	eV
LUMO (spin up / spin down)	0.41 / 0.46	eV